[1]
{
  "formula": "C4H15O7P2S",
  "method": "ωB97M-V/def2-TZVPD",
  "elements": ["C", "P", "C", "P", "O", "O", "O", "H", "H", "H", "H", "H", "H", "H", "H", "H", "H", "H", "C", "C", "O", "S", "O", "O", "O", "H", "H", "H", "H"],
  "coordinates": [[1.67108, 0.61257, 0.24266], [2.02968, 2.49365, 0.18436], [0.15636, 3.00571, -0.00962], [-1.08003, 2.08441, 0.99449], [-0.64740, 1.65043, 2.36428], [-2.40858, 3.10193, 1.17990], [-1.71652, 0.83029, 0.08484], [1.48469, 0.22179, 1.25649], [0.88477, 0.26638, -0.45403], [2.59519, 0.11099, -0.09205], [2.13528, 2.37693, -1.28629], [2.36284, 3.91839, 0.01933], [1.89538, 2.64355, 1.62726], [3.45393, 2.21058, 0.34355], [0.07730, 4.04733, 0.33522], [-0.10205, 2.99969, -1.08317], [-2.31374, 3.53974, 2.01798], [-1.30717, 0.93188, -0.77133], [-1.07355, -2.66977, 0.24043], [-1.94542, -3.29599, -0.82989], [-1.03898, -3.64565, -1.88123], [0.38720, -4.05077, -1.23954], [0.44946, -5.47454, -1.13522], [1.40281, -3.29452, -1.89180], [0.13282, -3.44800, 0.23297], [-0.82210, -1.63635, -0.00555], [-1.53655, -2.70421, 1.22303], [-2.70712, -2.61284, -1.19629], [-2.41960, -4.21360, -0.47080]],
  "forces_ev_per_a": [[0.32, -0.67, 0.04], [0.87, -0.29, -0.06], [-1.56, -0.48, 0.31], [0.19, 0.41, 1.16], [-0.66, 0.30, -1.64], [0.71, -1.31, -1.26], [0.32, 1.43, 1.15], [-0.26, 0.24, -0.20], [0.06, 0.19, 0.22], [-0.19, 0.26, -0.06], [-0.05, -0.13, -0.14], [-0.12, 0.17, 0.20], [-0.13, 0.07, 0.02], [0.19, 0.01, -0.10], [0.00, -0.26, 0.01], [-0.07, -0.09, 0.27], [0.14, 0.17, 0.70], [0.18, -0.11, -0.68], [-0.12, 0.63, -0.20], [-0.21, -0.32, 0.42], [0.51, 0.17, 0.15], [-0.12, 0.32, 0.28], [0.19, 0.51, -0.07], [-0.38, -0.58, 0.10], [-0.10, -0.57, -0.60], [-0.01, -0.01, 0.10], [0.20, -0.11, 0.06], [0.15, 0.03, -0.20], [-0.03, 0.04, 0.01]],
  "total_charge": -1,
  "homo_energy_ev": -3.7,
  "energy_ev": -48136.1258
}

---

[2]
{
  "formula": "C4H16",
  "method": "ωB97M-V/def2-TZVPD",
  "elements": ["C", "H", "H", "H", "H", "C", "H", "H", "H", "H", "C", "H", "H", "H", "H", "C", "H", "H", "H", "H"],
  "coordinates": [[1.56405, 4.50130, -2.43695], [1.36483, 3.46092, -2.19705], [2.05332, 4.81193, -3.37460], [0.57945, 5.03947, -2.31079], [2.19710, 4.79877, -1.52235], [-0.56824, -4.61259, -3.89770], [-1.21672, -3.91300, -3.47139], [-0.39981, -5.55843, -3.18394], [-0.83638, -5.07351, -4.84251], [0.42413, -4.15527, -3.84298], [-1.93992, -0.04310, 4.97786], [-3.07586, -0.06882, 5.05963], [-1.69323, -1.01034, 4.48969], [-1.41917, 0.74032, 4.40508], [-1.31337, -0.09223, 5.93335], [0.87471, 0.28676, 1.34955], [-0.25514, 0.09307, 1.25294], [0.94204, 0.95750, 0.58073], [1.34413, 0.46308, 2.25833], [1.37409, -0.62581, 0.77309]],
  "forces_ev_per_a": [[-0.23, 1.46, 2.32], [0.13, -0.30, -0.96], [-0.25, -0.71, 0.47], [1.06, -0.44, -0.29], [-0.72, -0.01, -1.53], [2.33, -3.35, 1.74], [-1.46, 0.68, 0.42], [-0.78, 2.09, -1.20], [-0.03, 0.63, -0.22], [-0.07, -0.04, -0.75], [0.91, -1.38, 0.60], [1.73, 0.77, 0.20], [-0.07, 0.55, 0.05], [-1.00, -0.05, -0.06], [-1.56, 0.12, -0.80], [-1.92, -4.61, -3.09], [1.60, -0.06, 1.24], [0.88, 2.71, -1.34], [0.38, 0.54, 1.52], [-0.95, 1.42, 1.68]],
  "total_charge": 0,
  "homo_energy_ev": -12.4,
  "energy_ev": -4405.8353,
  "smiles": "C.C.C.C"
}

---

[3]
{
  "formula": "C4H16BCsO2",
  "method": "ωB97M-V/def2-TZVPD",
  "elements": ["Cs", "B", "H", "H", "H", "H", "C", "C", "O", "H", "H", "H", "H", "H", "H", "C", "C", "O", "H", "H", "H", "H", "H", "H"],
  "coordinates": [[1.25794, -0.93571, 1.22276], [2.60447, 1.61903, -0.45095], [2.95355, 2.61960, -0.24788], [3.30564, 0.81439, -0.29237], [1.78128, 1.50988, 0.23803], [2.18464, 1.56444, -1.44343], [0.41135, -1.85534, -2.32439], [0.68266, -0.44091, -2.59455], [0.20562, 0.40827, -1.58816], [0.97841, -2.22619, -1.47057], [0.81413, -2.42461, -3.16212], [-0.66197, -2.00918, -2.21306], [0.35603, -0.04769, -3.55725], [1.76251, -0.47823, -2.73814], [0.91543, 0.98487, -1.29609], [-2.65452, 0.06824, 1.63721], [-2.15930, -0.02529, 3.08178], [-0.73545, -0.06593, 3.17084], [-2.16312, 0.78716, 0.98165], [-3.69130, 0.39555, 1.71496], [-2.71893, -0.89046, 1.12256], [-2.48984, -0.96827, 3.51725], [-2.49777, 0.77498, 3.73989], [-0.44147, 0.82137, 2.95203]],
  "forces_ev_per_a": [[0.31, -0.01, -0.42], [0.25, 0.27, 0.10], [1.77, 3.58, 0.57], [2.94, -3.12, 0.65], [-3.47, -0.50, 2.99], [-1.03, 0.03, -3.93], [-0.86, -1.13, -0.43], [1.21, 1.13, -0.64], [-1.17, -1.15, 0.24], [-0.20, 0.09, 0.27], [-0.35, -0.26, -0.14], [0.01, -0.50, 0.15], [-0.59, -0.49, -0.23], [0.52, 1.05, 0.52], [0.85, 0.76, 0.17], [-0.97, 0.18, 0.42], [0.28, -0.46, -0.34], [0.27, 0.00, -0.01], [0.31, 0.05, 0.27], [-0.18, 0.10, -0.18], [0.40, -0.10, 0.12], [-0.12, 0.07, 0.03], [-0.32, 0.13, -0.27], [0.16, 0.27, 0.10]],
  "total_charge": 0,
  "homo_energy_ev": -8.9,
  "energy_ev": -9723.7693
}

---

[4]
{
  "formula": "C4H16F2O4V",
  "method": "ωB97M-V/def2-TZVPD",
  "elements": ["V", "F", "F", "C", "O", "H", "H", "H", "H", "C", "O", "H", "H", "H", "H", "C", "O", "H", "H", "H", "H", "C", "O", "H", "H", "H", "H"],
  "coordinates": [[-0.96743, -0.21272, 0.97169], [-0.02693, -1.21308, -0.58407], [-2.25310, -1.84861, 1.28595], [0.35771, -1.35320, 3.63671], [0.51303, -1.12326, 2.21717], [0.77889, -0.58549, 4.28580], [-0.67467, -1.44366, 3.97448], [0.94177, -2.25714, 3.80955], [1.45830, -1.23931, 2.09632], [-3.61077, 1.06387, -0.35402], [-2.24492, 0.71825, -0.48895], [-3.61574, 2.06988, 0.06552], [-4.13971, 1.08652, -1.30681], [-4.12875, 0.40648, 0.34429], [-2.01117, 1.04896, -1.35935], [1.58109, 1.48173, -0.14644], [0.31071, 1.50220, 0.49586], [2.06627, 0.53783, 0.10207], [1.37969, 1.48482, -1.21766], [2.09451, 2.38384, 0.18626], [0.04729, 2.42531, 0.50420], [2.13791, -0.63039, -3.36180], [2.17532, -1.59755, -2.29476], [1.33319, -0.88891, -4.05006], [2.10555, 0.40969, -3.03732], [3.03349, -0.70697, -3.97839], [1.35860, -1.51914, -1.79635]],
  "forces_ev_per_a": [[0.07, -1.54, -1.18], [0.18, 0.49, 0.22], [0.88, 1.21, -0.20], [0.48, -0.56, 0.72], [-0.37, 0.59, 0.96], [0.26, 0.44, -0.48], [-0.06, -0.36, -0.74], [-0.51, -0.18, 0.49], [-0.02, 0.11, -0.71], [-1.03, 0.92, 0.79], [0.07, -0.38, -0.38], [-0.45, 0.12, 0.01], [0.15, -0.25, 0.01], [0.26, -0.22, -0.19], [0.71, -0.29, 0.04], [-0.20, -0.18, -0.34], [-0.54, 0.04, 0.62], [0.20, 0.34, 0.13], [0.41, 0.18, -0.10], [0.56, -0.39, -0.25], [-0.44, -0.04, 0.19], [0.77, -1.03, -0.40], [0.79, 1.21, -1.14], [-0.58, 0.24, 0.24], [-0.47, -0.03, 0.39], [0.24, -0.32, 0.48], [-1.35, -0.13, 0.83]],
  "total_charge": 1,
  "homo_energy_ev": [-11.6, -12.7],
  "energy_ev": -43710.1749,
  "multiplicity": 5,
  "s_squared": 6.011
}